Record 1
13
Properties=species:S:1:pos:R:3 method="wB97M-V/def2-TZVPD" homo_ev=-9.0 e_lumo_ev=-0.94 mol_weight_g_mol=122.14 energy_ha=-741.72540
C 3.16095 0.93748 -0.07940
C -2.17247 -0.19245 -0.13947
C -0.74575 0.29343 0.09199
O 2.20537 -1.31085 -0.70734
O 3.50214 2.02114 -0.33238
O -0.04117 -0.53118 0.99520
S 2.62203 -0.49723 0.45574
H -2.66521 -0.35656 0.81424
H -2.73086 0.54669 -0.70579
H -2.17105 -1.12578 -0.69434
H -0.74955 1.28663 0.54850
H -0.21068 0.34895 -0.86660
H -0.00374 -1.42029 0.61964

***

Record 2
13
Properties=species:S:1:pos:R:3 method="wB97M-V/def2-TZVPD" homo_ev=-9.1 e_lumo_ev=0.62 mol_weight_g_mol=106.08 smiles="O/C=C/C(O)(O)O" energy_ha=-418.82689
C 0.61732 0.32893 0.13735
C 0.24627 1.20054 1.14553
C -0.37751 -0.70918 -0.49540
O 1.05791 1.95812 1.82625
O -0.59569 -0.40133 -1.83411
O -0.09307 -2.10217 -0.45873
O -1.54955 -0.56873 0.20679
H 1.60294 0.21664 -0.38761
H -0.83803 1.21959 1.38646
H 1.87151 2.20954 1.30817
H -0.37778 0.48406 -1.93416
H 0.29164 -2.35652 -1.24408
H -1.85594 -1.47948 0.34354

***

Record 3
14
Properties=species:S:1:pos:R:3 method="wB97M-V/def2-TZVPD" homo_ev=-3.6 total_charge=-1 e_lumo_ev=3.72 mol_weight_g_mol=137.05 energy_ha=-760.27229
C -1.61831 1.99892 -0.21818
C 1.50029 0.12072 1.28209
C 0.06925 -1.49707 -1.38813
O -2.16887 2.10905 -1.26168
O -1.27438 2.54061 0.76540
O -2.14922 -0.74882 0.50720
O 0.12500 -0.25568 1.33277
P -0.91305 0.01717 0.10456
H 1.83614 1.22491 1.26432
H 1.94107 -0.36385 0.36745
H 2.18175 -0.13403 2.11218
H -0.86773 -1.75306 -1.94059
H 0.76926 -0.92444 -1.98312
H 0.56880 -2.33442 -0.94427

***

Record 4
16
Properties=species:S:1:pos:R:3 method="wB97M-V/def2-TZVPD" homo_ev=-9.8 e_lumo_ev=0.35 mol_weight_g_mol=186.21 smiles="C=[S@@]1(=O)CS(=O)(=O)OCO1" energy_ha=-1290.30534
C 2.61849 -0.22003 0.61730
C -1.35104 0.80699 1.07349
C 0.20715 -0.94795 -0.90323
O 1.07220 1.81468 -0.21171
O -1.38916 0.75773 -1.85523
O -2.25310 -1.47052 -1.79027
O -0.11402 0.39380 1.46187
O -2.06650 -0.17972 0.30865
S 1.14033 0.47048 0.33264
S -1.53249 -0.44506 -1.17051
H 3.12815 0.57901 0.93243
H 2.72581 -1.19224 1.06788
H -2.00435 0.89249 2.04451
H -1.26548 1.58261 0.24998
H 0.67764 -0.97739 -1.83031
H 0.40638 -1.86487 -0.32748

***

Calculated gap between HOMO and LUMO, 8.044; 9.708; 7.306; 10.154 eV (same order as the records).
Calculated energy relative to the best compared isomer or geometry (same formula, charge and spin), 1.5494; 1.8330; 3.2289; 3.5160 eV (same order as the records).